1.
Below is a molecular structure, C41H44N6OP2RuS, with properties calculated with ωB97M-V with the def2-TZVPD basis set.

Output
**Energy above the lowest of the compared OMol25 structures with the same formula, charge and spin**: 0.0 kcal per mole
**Net charge**: +3
**LUMO level (alpha / beta)**: -8.0 / -10.6 eV
**Expectation value of S²**: 8.781
**Spin multiplicity**: 6
**HOMO energy (alpha / beta)**: -14.43 / -14.43 eV

Each line ends with the Löwdin charge.
Cartesian coordinates (Å):
1 Ru 1.68292 -0.57471 -0.85392  0.9142
2 N 4.45866 -0.45916 -0.99469  0.0176
3 N 4.80089 0.90264 -0.91733  -0.0445
4 C 3.95997 1.83457 -1.36232  -0.7682
5 N 4.39696 3.08734 -1.42000  0.1469
6 S 2.34504 1.52744 -1.87903  0.6830
7 H 4.87163 -0.92456 -0.18784  0.1014
8 H 4.87008 -0.85709 -1.84357  0.1039
9 H 5.76891 1.14494 -0.71708  0.1770
10 H 5.34297 3.35649 -1.19356  0.1392
11 H 3.77395 3.80875 -1.74726  0.1189
12 C -1.10099 -2.36948 1.00149  -0.2585
13 C -1.29001 -0.85495 0.95630  -0.3178
14 P -0.89524 -0.20056 -0.70734  1.0091
15 C -1.07607 1.58959 -0.66332  -0.4265
16 C -0.85956 2.30172 -1.84433  -0.1577
17 C -0.97938 3.67987 -1.85531  -0.0504
18 C -1.29708 4.35871 -0.68359  -0.0274
19 C -1.51183 3.65955 0.49395  -0.0405
20 C -1.41508 2.27358 0.50447  -0.0924
21 C -2.25679 -0.83032 -1.74154  -0.3426
22 C -3.36629 -0.01338 -1.95745  -0.0601
23 C -4.46560 -0.49911 -2.64974  -0.0360
24 C -4.47360 -1.79613 -3.13244  -0.0339
25 C -3.37463 -2.62000 -2.92322  -0.0431
26 C -2.27400 -2.13651 -2.23746  -0.1415
27 C 0.34845 -2.84572 0.84840  -0.3286
28 P 1.22620 -3.26728 -0.73408  1.1413
29 C 0.67515 -4.87201 -1.23291  -0.3410
30 C -0.27345 -5.60161 -0.47634  -0.0578
31 C -0.67915 -6.85338 -0.88839  -0.0252
32 C -0.12509 -7.41991 -2.03204  0.0011
33 C 0.81778 -6.72443 -2.78150  -0.0254
34 C 1.21200 -5.46379 -2.39338  -0.0549
35 C 1.58919 -2.41658 -2.32919  -0.5296
36 C 2.94213 -2.62327 -2.67168  -0.1705
37 C 3.39566 -2.35560 -3.95515  -0.0435
38 C 2.51284 -1.87051 -4.90618  -0.0046
39 C 1.17454 -1.67101 -4.58456  -0.0148
40 C 0.69903 -1.95397 -3.31809  -0.0928
41 H -1.76273 -2.87631 0.29970  0.0994
42 H -1.40722 -2.71452 1.99573  0.1368
43 H -0.64723 -0.38026 1.70294  0.0756
44 H -2.32746 -0.60413 1.19706  0.1123
45 H -0.62035 1.78476 -2.76664  0.1044
46 H -0.83102 4.22685 -2.77404  0.1198
47 H -1.39548 5.43328 -0.69328  0.1211
48 H -1.78171 4.18165 1.40437  0.0801
49 H -1.63195 1.74034 1.42205  0.0874
50 H -3.38294 1.00425 -1.59547  0.1099
51 H -5.31780 0.14419 -2.81426  0.1234
52 H -5.32962 -2.16689 -3.67720  0.1240
53 H -3.37247 -3.63112 -3.30069  0.1182
54 H -1.42871 -2.80262 -2.09662  0.0754
55 H 0.47466 -3.83392 1.30413  0.0881
56 H 1.02880 -2.20522 1.42177  0.0448
57 H -0.72844 -5.18832 0.40846  0.1003
58 H -1.42373 -7.39011 -0.32209  0.1280
59 H -0.43427 -8.40807 -2.34283  0.1323
60 H 1.24044 -7.17174 -3.66699  0.1272
61 H 1.94182 -4.93432 -2.99361  0.1056
62 H 3.62484 -3.03551 -1.93728  0.1063
63 H 4.42717 -2.54640 -4.21410  0.1279
64 H 2.86034 -1.66313 -5.90689  0.1322
65 H 0.48696 -1.31175 -5.33463  0.1313
66 H -0.35112 -1.81343 -3.11255  0.0564
67 C -4.79245 4.89637 2.33956  -0.0324
68 C -3.47452 4.62567 2.99917  -0.2890
69 C -3.06551 3.32572 3.30296  -0.0643
70 C -1.86285 3.07901 3.95003  -0.0431
71 C -1.03885 4.14813 4.28905  -0.2472
72 N 0.16385 3.94517 5.01359  0.1476
73 C 1.03700 2.91519 4.87163  -0.5015
74 O 1.82861 2.55358 5.70017  0.1151
75 N 0.98263 2.32018 3.59067  0.1507
76 C 1.70104 1.24015 3.15346  -0.1792
77 C 2.43971 0.35573 3.95296  0.0646
78 C 3.06772 -0.71855 3.34793  -0.0086
79 C 2.96560 -0.91124 1.98126  -0.1834
80 N 2.28605 -0.05192 1.20804  -0.1106
81 C 1.67750 0.98522 1.77951  -0.0934
82 C -1.42654 5.45684 3.99757  -0.0002
83 C -2.63279 5.68468 3.36794  -0.0274
84 H -5.25194 3.97112 1.99626  0.0789
85 H -4.67178 5.55456 1.47899  0.0870
86 H -5.48453 5.37320 3.03482  0.0972
87 H -3.71455 2.49144 3.06965  0.1194
88 H -1.61742 2.07373 4.25763  0.1191
89 H 0.34311 4.53652 5.81941  0.1758
90 H 0.46339 2.84372 2.89976  0.1291
91 H 2.50061 0.52692 5.01676  0.1245
92 H 3.64109 -1.41128 3.94481  0.1282
93 H 3.43162 -1.75853 1.49611  0.0999
94 H 1.16773 1.66910 1.10521  0.0992
95 H -0.79503 6.28785 4.27515  0.1244
96 H -2.93046 6.70401 3.16404  0.1278

***

2.
Below is C5H10O in the gas phase, with properties calculated with ωB97M-V with the def2-TZVPD basis set.

Output
**Energy above the lowest of the compared OMol25 structures with the same formula, charge and spin**: 25.8 kcal per mole
**Net charge**: 0
**LUMO level**: 1.0 eV
**HOMO energy**: -10.18 eV

Each line ends with the Löwdin charge.
Cartesian coordinates (Å):
1 C 0.36481 1.62623 0.40143  -0.0749
2 C 0.88770 0.21429 0.54557  -0.3045
3 C 0.14675 -0.82609 1.33418  -0.0873
4 C 0.27961 -0.97231 -0.15907  -0.2422
5 C -0.94581 -0.85582 -1.04027  -0.2448
6 O -0.72984 -0.09919 -2.21589  -0.0594
7 H 0.78692 2.11375 -0.48679  0.0768
8 H -0.72882 1.65753 0.32884  0.0801
9 H 0.64856 2.23467 1.26760  0.0777
10 H 1.97263 0.16465 0.62370  0.1317
11 H 0.69835 -1.49269 1.99045  0.0988
12 H -0.83773 -0.54881 1.70849  0.1062
13 H 1.00425 -1.70272 -0.51312  0.1362
14 H -1.23460 -1.85489 -1.38232  0.1216
15 H -1.79845 -0.45760 -0.46723  0.1177
16 H -0.51435 0.79900 -1.93556  0.0663

***

3.
Below is 6 unconnected molecules or ions with the total composition C15H28BrN6O11S, with properties calculated with ωB97M-V with the def2-TZVPD basis set.

Output
**Net charge**: +1
**LUMO level**: -4.2 eV
**HOMO energy**: -12.23 eV

Each line ends with the Löwdin charge.
Cartesian coordinates (Å):
1 C -2.55761 5.61418 -1.88152  -0.0131
2 C -2.15352 4.15482 -1.91729  -0.2438
3 C -2.87091 3.23774 -2.64699  -0.0428
4 C -2.52558 1.92093 -2.70637  -0.0431
5 C -1.43768 1.49794 -1.98060  -0.0502
6 C -0.73825 2.39649 -1.21999  -0.2473
7 C 0.43044 1.89407 -0.40235  -0.1040
8 N 0.23648 1.95199 1.10893  -0.3767
9 S 0.63342 3.54761 1.79000  0.9432
10 C -1.11953 1.52841 1.57151  -0.2016
11 C -1.39576 0.03913 1.28294  -0.7478
12 O -2.01859 -0.38503 0.35409  0.0771
13 Br -0.62627 -1.13393 2.63585  0.8723
14 C -1.06866 3.73386 -1.18498  -0.0208
15 H -3.57512 5.64290 -1.48082  0.0959
16 H -1.91880 6.13811 -1.17059  0.0730
17 H -2.52559 6.07747 -2.86782  0.0597
18 H -3.72879 3.56894 -3.22416  0.1241
19 H -3.08607 1.19493 -3.27951  0.1217
20 H -1.11741 0.46384 -1.96363  0.1170
21 H 1.27901 2.54751 -0.62174  0.1239
22 H 0.74994 0.89869 -0.71544  0.1434
23 H 0.89526 1.27732 1.51565  0.1343
24 H -0.59701 4.04898 2.03777  -0.0580
25 H -1.92261 2.17661 1.22430  0.1415
26 H -1.11200 1.62238 2.66007  0.1047
27 H -0.49579 4.45144 -0.61552  0.0794
28 C 0.78356 -4.94087 4.89411  0.0559
29 N 1.25792 -3.63648 4.35743  -0.4432
30 O 2.17621 -3.64418 3.57031  0.0736
31 O 0.68556 -2.63297 4.74944  -0.0643
32 H 1.38475 -5.73396 4.46080  0.0510
33 H 0.90086 -4.90977 5.97349  0.1105
34 H -0.26266 -5.04303 4.61845  0.1041
35 C 4.11052 -7.57559 2.29518  0.0507
36 N 3.87507 -7.59305 3.76253  -0.4301
37 O 4.69163 -8.13785 4.46383  0.0968
38 O 2.85908 -7.04830 4.16307  0.0201
39 H 5.04117 -8.09021 2.08706  0.1024
40 H 3.27533 -8.08262 1.82312  0.0582
41 H 4.16459 -6.53476 1.98720  0.1047
42 C 2.54446 6.45870 0.30536  0.0376
43 N 2.12230 6.85619 -1.06446  -0.4474
44 O 0.98200 6.58345 -1.39536  0.0497
45 O 2.94089 7.41715 -1.74876  0.0991
46 H 1.70576 5.96965 0.78646  0.0340
47 H 3.38745 5.78051 0.20556  0.1039
48 H 2.83021 7.35938 0.84071  0.1073
49 C 0.57477 -10.26076 0.97235  0.0540
50 N 1.72235 -10.07459 0.04174  -0.4370
51 O 2.70329 -9.48499 0.46157  0.0356
52 O 1.60201 -10.52370 -1.07102  0.0932
53 H 0.82510 -9.81042 1.92616  0.0917
54 H -0.28792 -9.77546 0.52584  0.1019
55 H 0.41100 -11.32903 1.07722  0.1045
56 C -3.20609 4.99238 -6.21989  0.0515
57 N -3.92948 6.08935 -5.51897  -0.4425
58 O -5.11016 6.21904 -5.74396  0.0866
59 O -3.27372 6.78271 -4.76549  0.0416
60 H -3.91041 4.46423 -6.85228  0.0974
61 H -2.41699 5.44793 -6.81074  0.1048
62 H -2.79340 4.33461 -5.45988  0.0804

***

4.
Below is C4H3NO2S in the gas phase, with properties calculated with ωB97M-V with the def2-TZVPD basis set.

Output
**Energy above the lowest of the compared OMol25 structures with the same formula, charge and spin**: 58.4 kcal per mole
**Net charge**: 0
**LUMO level**: 0.6 eV
**HOMO energy**: -8.91 eV

Each line ends with the Löwdin charge.
Cartesian coordinates (Å):
1 O 2.63985 0.84360 0.45291  0.2049
2 C 1.81660 0.11136 0.14558  -0.5887
3 O 1.77867 -1.19662 -0.06430  0.0732
4 C 0.23304 -1.11404 -0.49332  -0.3813
5 S -1.30866 -1.54343 0.38646  0.9178
6 C -1.59255 0.24967 0.54784  -0.3950
7 C -0.69894 1.08001 0.05709  -0.1501
8 N 0.47511 0.36380 -0.35702  -0.0158
9 H 0.12583 -1.38571 -1.50886  0.0919
10 H -2.75468 0.40631 0.75103  0.1120
11 H -0.71427 2.18504 0.08259  0.1312

***

5.
Below is a molecular structure, C6H9N, with properties calculated with ωB97M-V with the def2-TZVPD basis set.

Output
**Energy above the lowest of the compared OMol25 structures with the same formula, charge and spin**: 47.7 kcal per mole
**Net charge**: 0
**LUMO level**: 1.0 eV
**HOMO energy**: -8.64 eV

Each line ends with the Löwdin charge.
Cartesian coordinates (Å):
1 C 2.36951 1.02454 0.19834  -0.0464
2 C 1.10493 0.23745 0.04438  -0.3791
3 C 0.94800 -1.06497 -0.45565  -0.0435
4 C -0.41171 -1.33014 -0.53442  -0.0445
5 C -1.08116 -0.17473 -0.07282  -0.4057
6 C -2.49244 -0.04528 0.43300  -0.0449
7 N -0.08165 0.79463 0.35084  0.0778
8 H 2.25422 1.76487 0.99547  0.0745
9 H 3.19878 0.35947 0.45840  0.0739
10 H 2.64130 1.55702 -0.72288  0.0766
11 H 1.75883 -1.71499 -0.76804  0.1058
12 H -0.88765 -2.24149 -0.88401  0.1077
13 H -2.76315 1.01130 0.51316  0.0772
14 H -3.19870 -0.54086 -0.24296  0.0784
15 H -2.59749 -0.49440 1.42832  0.0808
16 H -0.76163 0.85757 -0.74113  0.2114

***

6.
Below is 2 unconnected molecules or ions with the total composition C3H4N2O3, with properties calculated with ωB97M-V with the def2-TZVPD basis set.

Output
**Energy above the lowest of the compared OMol25 structures with the same formula, charge and spin**: 143.0 kcal per mole
**Net charge**: 0
**LUMO level**: -0.9 eV
**HOMO energy**: -10.03 eV

Each line ends with the Löwdin charge.
Cartesian coordinates (Å):
1 C 1.37097 -1.42222 0.04443  -0.2886
2 C -0.17125 0.26117 -0.18375  -0.1330
3 C -1.15095 2.19551 -0.23716  -0.2433
4 H -0.08224 -2.52808 1.05984  0.3271
5 H 2.06863 -0.42870 0.32971  0.2251
6 H 0.66171 0.87779 -0.51136  0.1277
7 H -2.07320 2.76766 -0.39923  0.1156
8 N 0.09757 -1.01536 -0.09356  -0.1842
9 N -1.27974 0.91347 0.11656  0.1036
10 O -0.93008 -1.87098 0.19314  -0.0068
11 O 1.48573 -2.55842 0.33031  0.0915
12 O 0.00284 2.80817 -0.64892  -0.1347

***

> Look up the net charge of the sixth one.

0

***

> Which value of net charge does entry 5 give?

0

***

> The highest net charge belongs to which entry?

C41H44N6OP2RuS

***

Repeat the fifth record exactly.
Below is a molecular structure, C6H9N, with properties calculated with ωB97M-V with the def2-TZVPD basis set.

Output
**Energy above the lowest of the compared OMol25 structures with the same formula, charge and spin**: 47.7 kcal per mole
**Net charge**: 0
**LUMO level**: 1.0 eV
**HOMO energy**: -8.64 eV

Each line ends with the Löwdin charge.
Cartesian coordinates (Å):
1 C 2.36951 1.02454 0.19834  -0.0464
2 C 1.10493 0.23745 0.04438  -0.3791
3 C 0.94800 -1.06497 -0.45565  -0.0435
4 C -0.41171 -1.33014 -0.53442  -0.0445
5 C -1.08116 -0.17473 -0.07282  -0.4057
6 C -2.49244 -0.04528 0.43300  -0.0449
7 N -0.08165 0.79463 0.35084  0.0778
8 H 2.25422 1.76487 0.99547  0.0745
9 H 3.19878 0.35947 0.45840  0.0739
10 H 2.64130 1.55702 -0.72288  0.0766
11 H 1.75883 -1.71499 -0.76804  0.1058
12 H -0.88765 -2.24149 -0.88401  0.1077
13 H -2.76315 1.01130 0.51316  0.0772
14 H -3.19870 -0.54086 -0.24296  0.0784
15 H -2.59749 -0.49440 1.42832  0.0808
16 H -0.76163 0.85757 -0.74113  0.2114